# 1
# C10H6O3

An isolated molecule of C10H6O3 at a distorted geometry (ωB97M-V/def2-TZVPD, OMol25).

Structure (XYZ):
```
19
Properties=species:S:1:pos:R:3:forces:R:3
C 3.484 0.437 -0.096 2.9 -2.9 1.3
C 2.055 0.047 -0.274 0.3 1.8 0.7
C 1.804 -1.240 -0.055 2.4 -2.6 -1.3
C -0.488 -0.825 -0.157 -0.8 -1.2 -0.9
C -1.763 -1.437 -0.093 -1.9 -1.0 2.8
C -2.955 -0.659 0.143 2.3 1.9 -0.3
C -2.738 0.754 0.119 -0.5 1.3 0.0
C -1.457 1.365 -0.059 -2.3 1.6 1.0
C -0.307 0.597 -0.186 -9.3 -6.2 -0.3
C 0.887 1.017 -0.263 11.6 6.8 2.2
H 3.770 1.554 -0.517 -0.2 -2.9 1.4
H 2.601 -2.103 0.034 -1.6 2.2 0.1
H -1.950 -2.506 0.309 1.1 1.5 -1.5
H -3.957 -1.015 0.473 1.1 -0.2 -0.6
H -3.605 1.501 0.286 1.4 -1.6 -0.3
H -1.410 2.533 0.064 0.2 -2.6 -0.6
O 4.280 -0.510 0.421 -3.4 5.9 -2.9
O 0.617 -1.742 -0.221 -3.5 0.6 0.8
O 1.132 2.234 0.072 0.0 -2.5 -1.7
```
Forces are in eV/Å.

Summary:
energy: -16605.490 eV
maximum force: 0.2639 hartree/bohr
orbital gap: 8.498 eV
LUMO energy: -0.895 eV
SMILES: O=Cc1coc2ccccc2c1=O
E_HOMO: -9.393 eV

Atom charges from the Mulliken analysis, given in e for atoms 1 to 8: C -0.07; C 0.09; C -0.12; C 0.52; C -0.49; C -0.40; C -0.27; C -0.65



# 2
# C37H45I2N9PV

A structure of composition C37H45I2N9PV (ωB97M-V/def2-TZVPD, OMol25).

Structure (XYZ):
```
95
Properties=species:S:1:pos:R:3:forces:R:3
V -0.077 -0.579 -0.325 0.0 0.0 -0.1
C 4.848 -0.566 2.287 0.0 0.0 0.0
N 3.882 -0.264 1.231 0.0 0.0 0.0
C 4.168 0.395 0.066 0.0 0.0 0.0
C 3.015 0.426 -0.655 0.0 0.0 0.0
N 2.025 -0.216 0.053 0.0 0.0 0.0
C 2.584 -0.619 1.196 0.0 0.0 0.0
P 1.660 -1.385 2.591 0.0 0.0 0.0
C 0.870 -2.663 1.566 0.0 0.0 0.0
N 0.161 -2.425 0.457 0.0 0.0 0.0
C -0.337 -3.644 0.040 0.0 0.0 0.0
C 0.132 -4.604 0.872 0.0 0.0 0.0
N 0.913 -3.977 1.809 0.0 0.0 0.0
C 1.459 -4.629 2.996 0.0 0.0 0.0
C 0.363 -0.106 2.559 0.0 0.0 0.0
N -0.397 0.271 1.510 0.0 0.0 0.0
C -1.309 1.201 2.001 0.0 0.0 0.0
C -1.025 1.405 3.313 0.0 0.0 0.0
N 0.039 0.609 3.639 0.0 0.0 0.0
C 0.505 0.404 5.007 0.0 0.0 0.0
H 5.676 0.132 2.205 0.0 0.0 0.0
H 5.221 -1.582 2.177 0.0 0.0 0.0
H 4.382 -0.450 3.261 0.0 0.0 0.0
H 5.151 0.777 -0.149 0.0 0.0 0.0
H 2.858 0.863 -1.623 0.0 0.0 0.0
H -0.973 -3.748 -0.821 0.0 0.0 0.0
H -0.023 -5.669 0.883 0.0 0.0 0.0
H 1.722 -5.651 2.738 0.0 0.0 0.0
H 0.703 -4.607 3.781 0.0 0.0 0.0
H 2.349 -4.103 3.328 0.0 0.0 0.0
H -2.274 2.930 1.176 0.0 0.0 0.0
H -1.498 2.045 4.038 0.0 0.0 0.0
H 0.461 1.354 5.533 0.0 0.0 0.0
H 1.530 0.043 5.001 0.0 0.0 0.0
H -0.138 -0.336 5.482 0.0 0.0 0.0
I -1.818 3.223 -2.156 0.0 0.0 0.0
C -2.408 1.849 1.227 0.0 0.0 0.0
I -1.422 -2.494 3.834 0.0 0.0 0.0
H -2.477 1.479 0.208 0.0 0.0 0.0
H -3.366 1.657 1.712 0.0 0.0 0.0
N -5.370 0.561 -3.754 0.0 0.0 0.0
C -4.888 0.116 -2.812 0.0 -0.1 0.0
C -4.243 -0.448 -1.659 0.0 0.0 0.0
C -4.951 -1.023 -0.605 0.0 0.0 0.0
C -4.239 -1.521 0.472 0.0 0.0 0.0
C -2.859 -1.425 0.476 0.0 0.0 0.0
N -2.178 -0.872 -0.545 0.0 0.0 0.0
C -2.862 -0.399 -1.594 0.0 0.0 0.0
H -6.031 -1.071 -0.636 0.0 0.0 0.0
H -4.735 -1.977 1.318 0.0 0.0 0.0
H -2.286 -1.786 1.329 0.0 0.0 0.0
H -2.291 0.051 -2.394 0.0 0.0 0.0
C 0.621 4.415 0.307 0.0 0.0 0.0
C 0.878 3.721 -0.989 0.0 0.0 0.0
C 1.738 4.141 -1.924 0.0 0.0 0.0
C 1.857 3.458 -3.201 0.0 0.0 0.0
C 2.674 4.124 -4.258 0.0 0.0 0.0
C 1.272 2.253 -3.420 0.0 0.0 0.0
C 0.571 1.594 -2.348 0.0 0.0 0.0
C 0.062 2.514 -1.283 0.0 0.0 0.0
N 0.341 0.321 -2.200 0.0 0.0 0.0
C 0.588 -0.675 -3.296 0.0 0.0 0.0
C 0.184 -2.027 -2.703 0.0 0.0 0.0
C 0.315 -3.162 -3.729 0.0 0.0 0.0
C -0.571 -2.844 -4.935 0.0 0.0 0.0
C -0.135 -1.510 -5.549 0.0 0.0 0.0
C 1.333 -1.585 -5.978 0.0 0.0 0.0
C 2.207 -1.916 -4.765 0.0 0.0 0.0
C 1.777 -3.258 -4.168 0.0 0.0 0.0
C 2.067 -0.813 -3.705 0.0 0.0 0.0
C -0.305 -0.392 -4.514 0.0 0.0 0.0
H 1.266 5.282 0.427 0.0 0.0 0.0
H 0.782 3.737 1.150 0.0 0.0 0.0
H -0.418 4.754 0.355 0.0 0.0 0.0
H 2.323 5.039 -1.766 0.0 0.0 0.0
H 2.273 5.119 -4.465 0.0 0.0 0.0
H 2.695 3.553 -5.183 0.0 0.0 0.0
H 3.698 4.268 -3.906 0.0 0.0 0.0
H 1.423 1.764 -4.366 0.0 0.0 0.0
H -0.237 1.996 -0.369 0.0 0.0 0.0
H -0.854 -1.986 -2.351 0.0 0.0 0.0
H 0.857 -2.253 -1.862 0.0 0.0 0.0
H 0.000 -4.100 -3.266 0.0 0.0 0.0
H -1.623 -2.795 -4.636 0.0 0.0 0.0
H -0.486 -3.643 -5.673 0.0 0.0 0.0
H -0.763 -1.281 -6.412 0.0 0.0 0.0
H 1.644 -0.636 -6.423 0.0 0.0 0.0
H 1.459 -2.352 -6.745 0.0 0.0 0.0
H 3.255 -1.969 -5.068 0.0 0.0 0.0
H 2.414 -3.517 -3.317 0.0 0.0 0.0
H 1.889 -4.052 -4.908 0.0 0.0 0.0
H 2.473 0.117 -4.098 0.0 0.0 0.0
H 2.658 -1.081 -2.825 0.0 0.0 0.0
H -1.352 -0.340 -4.199 0.0 0.0 0.0
H -0.069 0.569 -4.969 0.0 0.0 0.0
```
Forces are in eV/Å.

Summary:
energy: -103679.293 eV
maximum force: 0.0019 hartree/bohr
charge: +2
2S+1: 3
orbital gap (alpha / beta): 5.320 / 5.791 eV
LUMO energy (alpha / beta): -6.896 / -6.449 eV
E_HOMO (alpha / beta): -12.216 / -12.239 eV

Atom charges from the Mulliken analysis, given in e for atoms 1 to 8: V -0.03; C -0.80; N 0.19; C -1.23; C -0.79; N 1.50; C -0.05; P -0.35



Ordered energy relative to the best compared isomer or geometry (same formula, charge and spin) results: 85.61 0.00; unit kcal/mol.